Formula: C44H55F33O22
Source: the OMol25 dataset
Level of theory: ωB97M-V/def2-TZVPD

Each line ends with the Löwdin charge.
Cartesian coordinates (Å):
C (4.52445, 0.42724, 7.32778)  -0.0721
C (3.93629, -0.35633, 8.45847)  -0.2479
O (2.53696, -0.12489, 8.55293)  -0.0237
C (1.61590, -0.91142, 7.78858)  -0.2542
O (2.02153, -1.68164, 6.93544)  0.1393
C (0.08261, -0.65917, 8.05901)  -0.5186
F (-0.56138, -1.81106, 7.98348)  0.1868
F (-0.06181, -0.11467, 9.26347)  0.1729
F (-0.42391, 0.20015, 7.10206)  0.1287
H (5.60260, 0.28657, 7.25100)  0.0829
H (4.32641, 1.48150, 7.52123)  0.0818
H (4.10991, 0.15545, 6.35701)  0.0787
H (4.45830, -0.11835, 9.38528)  0.1256
H (4.09220, -1.42431, 8.30608)  0.1197
C (1.81887, 6.43828, 1.74553)  -0.0527
C (3.25454, 5.90240, 1.67781)  -0.2751
O (3.79939, 6.32187, 0.49393)  -0.0239
C (4.22807, 7.70216, 0.40668)  -0.2221
O (4.30052, 8.51869, 1.33908)  0.1308
C (4.81324, 8.14783, -0.99910)  -0.4780
F (4.97735, 7.11230, -1.83961)  0.1607
F (4.02711, 9.14909, -1.52906)  0.1287
F (6.01310, 8.71549, -0.73757)  0.1465
H (1.30217, 6.10692, 0.84478)  0.0821
H (1.77022, 7.52516, 1.81201)  0.0761
H (1.37043, 5.99310, 2.63368)  0.0780
H (3.25879, 4.81344, 1.72532)  0.1252
H (3.88301, 6.22206, 2.50905)  0.1235
C (14.34363, -0.26601, 2.32614)  -0.0673
C (12.87121, -0.21534, 2.67115)  -0.2129
O (12.33465, 0.72870, 1.70457)  -0.0280
C (11.00854, 1.15998, 1.92118)  -0.2273
O (10.18909, 0.50885, 2.64576)  0.0915
C (10.57510, 2.44458, 1.08585)  -0.5593
F (11.48335, 2.86742, 0.20116)  0.1672
F (9.45362, 2.13796, 0.47719)  0.1896
F (10.37955, 3.46105, 1.94180)  0.1583
H (14.43931, -0.18512, 1.24337)  0.0819
H (14.93092, -1.08929, 2.73284)  0.0816
H (14.79460, 0.64963, 2.70868)  0.0769
H (12.66121, 0.15155, 3.67584)  0.1262
H (12.41106, -1.19740, 2.56198)  0.1216
C (-0.84356, -5.75829, -1.53745)  -0.0634
C (-2.04487, -5.13033, -2.24878)  -0.2160
O (-1.69338, -4.40452, -3.41862)  0.0193
C (-2.65709, -3.70771, -4.06612)  -0.3087
O (-3.89574, -3.94207, -4.05352)  0.1196
C (-2.06147, -2.51330, -4.81359)  -0.5506
F (-1.82992, -2.95239, -6.04322)  0.1786
F (-3.01245, -1.53761, -4.88332)  0.1496
F (-0.91319, -2.14459, -4.26194)  0.1821
H (-0.34728, -6.49890, -2.16459)  0.0760
H (-1.22103, -6.16899, -0.60100)  0.0829
H (-0.01934, -5.07794, -1.32319)  0.0744
H (-2.51364, -4.49308, -1.49893)  0.1295
H (-2.73906, -5.93423, -2.49365)  0.1263
C (-11.09069, 0.12001, -3.91344)  -0.0616
C (-11.17196, -1.40963, -3.75401)  -0.1991
O (-12.51246, -1.85388, -3.80667)  0.0110
C (-13.24191, -1.91012, -2.66724)  -0.2919
O (-12.91055, -1.43473, -1.54786)  0.1092
C (-14.60951, -2.60747, -2.94020)  -0.5399
F (-15.64672, -1.88211, -2.51819)  0.1698
F (-14.74850, -2.86665, -4.23846)  0.1706
F (-14.64538, -3.75636, -2.23438)  0.1547
H (-11.46095, 0.47573, -4.87494)  0.0741
H (-10.06949, 0.48352, -3.79896)  0.0799
H (-11.72930, 0.65048, -3.20713)  0.0748
H (-10.79560, -1.64275, -2.75797)  0.1210
H (-10.55099, -1.84184, -4.53867)  0.1274
C (5.16663, 3.11592, -6.71980)  -0.0612
C (6.51669, 2.57993, -7.11229)  -0.1912
O (7.46679, 3.65093, -6.89164)  0.0280
C (8.75763, 3.40104, -6.85872)  -0.3574
O (9.24269, 2.25897, -6.89299)  0.1136
C (9.67858, 4.64759, -6.80794)  -0.5793
F (10.60955, 4.47633, -5.84977)  0.1625
F (10.32409, 4.62407, -7.95309)  0.1848
F (9.00205, 5.76942, -6.70238)  0.1969
H (5.00812, 4.17438, -6.92630)  0.0873
H (4.94898, 2.84908, -5.68562)  0.0800
H (4.48124, 2.53041, -7.33262)  0.0792
H (6.55847, 2.24752, -8.14953)  0.1316
H (6.78801, 1.73883, -6.47428)  0.1252
C (1.47902, -0.21368, -0.04500)  -0.0712
C (0.43469, -0.33828, 1.02692)  -0.1736
O (-0.69378, 0.58535, 0.92691)  0.0410
C (-1.94154, 0.28938, 1.19326)  -0.3806
O (-2.25758, -0.80716, 1.62719)  0.1338
C (-3.01539, 1.32918, 0.78909)  -0.4432
F (-3.80077, 0.77133, -0.20492)  0.1292
F (-3.81550, 1.71560, 1.81606)  0.1505
F (-2.41047, 2.46376, 0.31887)  0.1290
H (2.41560, -0.72666, 0.17352)  0.0837
H (1.82560, 0.80644, -0.21041)  0.0774
H (1.24136, -0.58736, -1.04098)  0.0757
H (0.89533, -0.26450, 2.01205)  0.1295
H (0.07691, -1.36787, 1.03224)  0.1192
C (10.46144, -4.09043, -1.80383)  -0.0556
C (9.14805, -4.56071, -1.13212)  -0.2019
O (9.59214, -4.89677, 0.16482)  0.0189
C (8.60222, -5.07171, 1.03941)  -0.3519
O (7.40332, -4.93355, 0.82463)  0.1407
C (9.11861, -5.36167, 2.47326)  -0.5605
F (10.36146, -5.73122, 2.43904)  0.2063
F (8.96949, -4.24468, 3.26096)  0.1348
F (8.35960, -6.29511, 3.02840)  0.1775
H (10.93685, -3.34297, -1.16870)  0.0733
H (10.25185, -3.51902, -2.70808)  0.0760
H (11.17319, -4.90839, -1.91542)  0.0797
H (8.83888, -5.47444, -1.63967)  0.1322
H (8.39569, -3.77231, -1.15383)  0.1306
C (-18.13102, 5.25380, 1.94320)  -0.0362
C (-17.39421, 4.15449, 1.14184)  -0.2222
O (-16.03584, 4.40224, 1.05722)  0.0110
C (-15.18447, 4.07629, 2.04594)  -0.3455
O (-15.41128, 3.30512, 2.97180)  0.1511
C (-13.82222, 4.72539, 1.93317)  -0.5199
F (-13.81504, 5.74864, 1.03955)  0.1502
F (-13.49817, 5.22812, 3.12845)  0.1637
F (-12.86979, 3.80406, 1.67142)  0.1612
H (-19.07621, 4.84922, 2.30517)  0.0789
H (-18.21726, 6.09374, 1.25387)  0.0769
H (-17.60366, 5.56129, 2.84621)  0.0808
H (-17.65967, 4.00033, 0.09596)  0.1330
H (-17.49829, 3.21794, 1.68970)  0.1169
C (9.74598, -4.28424, -9.12187)  -0.0553
C (8.26897, -3.84289, -8.84272)  -0.1416
O (7.65800, -4.69448, -7.79587)  -0.0284
C (6.29961, -4.70581, -7.56045)  -0.3093
O (5.50059, -3.93362, -8.12201)  0.1106
C (5.80175, -5.79688, -6.56419)  -0.5434
F (5.53721, -5.07732, -5.47726)  0.1730
F (4.70599, -6.36669, -7.05746)  0.1816
F (6.74018, -6.74059, -6.30632)  0.1519
H (9.89711, -5.35308, -9.27302)  0.0747
H (10.46434, -3.97301, -8.36346)  0.0702
H (10.10778, -3.86625, -10.06127)  0.0720
H (7.65630, -4.09827, -9.70731)  0.1189
H (8.11118, -2.83412, -8.46118)  0.1250
C (-10.47825, -0.77201, 6.17474)  -0.0593
C (-10.92915, 0.00202, 7.43508)  -0.2371
O (-11.76156, -0.85734, 8.16224)  0.0022
C (-12.21795, -0.46100, 9.41336)  -0.2920
O (-11.87753, 0.62125, 9.89847)  0.1425
C (-13.04196, -1.52509, 10.09108)  -0.6159
F (-13.06716, -2.66442, 9.44800)  0.2122
F (-12.54926, -1.63602, 11.34086)  0.1590
F (-14.23535, -1.05209, 10.27984)  0.2079
H (-9.74779, -0.13086, 5.68132)  0.0761
H (-11.26530, -0.76613, 5.42068)  0.0709
H (-10.20657, -1.81166, 6.35752)  0.0808
H (-11.44044, 0.90538, 7.10247)  0.1286
H (-10.03262, 0.34287, 7.95294)  0.1242

Output
HOMO energy = -11.124 eV
SMILES = CCOC(=O)C(F)(F)F.CCOC(=O)C(F)(F)F.CCOC(=O)C(F)(F)F.CCOC(=O)C(F)(F)F.CCOC(=O)C(F)(F)F.CCOC(=O)C(F)(F)F.CCOC(=O)C(F)(F)F.CCOC(=O)C(F)(F)F.CCOC(=O)C(F)(F)F.CCOC(=O)C(F)(F)F.CCOC(=O)C(F)(F)F
Total charge = 0
Lowest unoccupied orbital energy = 0.0 eV
Max |F| = 5.8 eV Å⁻¹